1.
An isolated ion of composition C3H4NO5S and charge -1, computed with the ωB97M-V functional and the def2-TZVPD basis.

```
14
Properties=species:S:1:pos:R:3:forces:R:3
O -1.4217 -0.4508 -1.4309 0.338 0.693 -3.151
S -1.3620 -0.8995 -0.1170 -1.992 -1.569 4.072
O -2.3972 -1.8275 0.2777 0.926 -0.341 -0.217
O 0.0661 -1.6505 0.1362 -0.221 0.286 1.049
C 1.1360 -0.7786 0.5885 -1.296 1.567 -3.515
C 1.1652 0.4116 -0.4112 0.796 0.460 -1.254
N 0.2513 1.4913 -0.4337 0.249 0.726 0.054
C -0.8478 1.6710 0.0990 0.155 0.432 0.187
O -1.6816 2.4906 0.2756 -1.055 0.761 0.249
O -1.3578 0.2240 0.8988 0.376 -0.751 -0.256
H 2.0049 -1.3285 0.4486 1.636 -1.208 -0.563
H 1.1955 -0.4354 1.5683 -1.144 0.319 2.068
H 2.0436 1.0320 -0.4472 1.540 -0.633 0.957
H 1.2056 0.0502 -1.4527 -0.307 -0.741 0.320
```
Forces are in eV/Å.

- orbital gap (Ha) = 0.311
- LUMO (Eh) = 0.136
- charge = -1
- SMILES = O=S1(=O)OCCN=C([O-])O1

=====

2.
A 2-piece molecular cluster, C3H4NOS overall, computed with the ωB97M-V functional and the def2-TZVPD basis.

```
10
Properties=species:S:1:pos:R:3:forces:R:3
C -1.8428 -0.0946 -0.0094 -3.906 -0.073 0.491
C -4.0432 0.2733 0.4149 3.044 0.175 -0.702
C 0.4341 0.3493 -0.4410 -0.502 -0.065 -0.317
N -0.9244 0.7188 0.0647 2.508 0.942 0.171
O -4.1890 1.1388 1.1969 -0.540 0.259 0.646
S -4.6850 -0.6810 -0.7335 -0.843 -0.638 -0.389
H -1.9177 -1.0264 -0.5811 0.689 -0.590 -0.306
H 0.3888 -0.3917 -1.2447 -0.166 -0.257 -0.068
H 1.0086 -0.0901 0.3722 0.074 0.067 0.159
H 1.0120 1.1872 -0.8520 -0.357 0.181 0.314
```
Forces are in eV/Å.

- orbital gap (spin up / spin down) (Ha) = 0.223 / 0.223
- LUMO (spin up / spin down) (Eh) = 0.137 / 0.137
- charge = -1

=====

3.
An isolated ion of composition C3H4NS and charge +1, computed with the ωB97M-V functional and the def2-TZVPD basis.

```
9
Properties=species:S:1:pos:R:3:forces:R:3
C -0.8372 -0.4910 0.0113 -0.712 -0.470 0.023
C 0.8118 -0.8808 -0.0180 1.114 -0.357 -0.058
C -0.3511 1.0247 0.0152 0.596 0.329 0.026
N -0.3395 -1.6567 0.0106 -0.233 0.416 0.036
S -2.1096 0.5903 -0.0100 -0.218 0.019 -0.027
H 1.3513 -0.7732 -0.9567 -0.160 0.192 -0.106
H 1.3849 -0.7164 0.8922 -0.216 0.154 0.112
H 0.0275 1.4399 0.9435 -0.061 -0.129 0.027
H 0.0620 1.4630 -0.8881 -0.109 -0.155 -0.035
```
Forces are in eV/Å.

- orbital gap (Ha) = 0.345
- LUMO (Eh) = -0.217
- charge = +1

=====

4.
One molecule with the formula C3H4O, computed with the ωB97M-V functional and the def2-TZVPD basis.

```
8
Properties=species:S:1:pos:R:3:forces:R:3
C -0.1318 0.3767 -1.9558 -0.294 -1.355 -0.001
C -0.0964 0.2104 -0.7290 -0.606 -0.414 -3.735
C -0.4452 -0.3286 0.5992 1.182 0.539 0.827
O 0.6651 -0.1706 1.5724 -0.613 0.908 -0.690
H -0.2416 0.1919 -3.1347 0.562 1.007 3.539
H -1.3018 0.2787 0.9499 0.125 -0.740 0.011
H -0.6904 -1.4484 0.4968 0.455 1.847 0.414
H 0.9532 0.7916 1.6228 -0.812 -1.792 -0.366
```
Forces are in eV/Å.

- orbital gap (Ha) = 0.399
- LUMO (Eh) = 0.027
- SMILES = C#CCO

=====

5.
One molecule with the formula C3H4O, computed with the ωB97M-V functional and the def2-TZVPD basis.

```
8
Properties=species:S:1:pos:R:3:forces:R:3
C -0.6715 0.0421 -1.2698 0.696 0.345 3.421
C 0.2203 -0.0461 -0.2886 -0.341 -0.582 3.598
C 0.5191 0.0214 1.2621 -1.995 1.307 -3.230
O 1.4309 -0.3923 0.2106 0.266 0.325 -1.238
H -0.5101 -0.2399 -2.2180 0.875 -0.824 -3.328
H -1.6698 0.3088 -1.0054 -0.389 0.285 0.260
H 0.5413 1.1698 1.4579 0.389 -2.533 0.774
H 0.1399 -0.8639 1.8511 0.499 1.677 -0.257
```
Forces are in eV/Å.

- orbital gap (Ha) = 0.387
- LUMO (Eh) = 0.039
- SMILES = C=C1CO1

=====

6.
A 2-piece molecular cluster, C3H4O2 overall, computed with the ωB97M-V functional and the def2-TZVPD basis.

```
9
Properties=species:S:1:pos:R:3:forces:R:3
C 2.2802 0.0441 0.0633 0.259 0.058 0.135
C -0.5550 -0.9459 -0.2824 -1.195 -0.806 -0.942
C -1.2236 0.3624 -0.1376 0.436 0.248 0.306
O 1.2603 -0.4678 0.2106 -0.111 -0.208 0.680
O 3.3112 0.5385 -0.0466 0.678 0.372 -0.250
H -0.7113 -1.5489 0.6278 0.252 0.237 0.116
H -1.2533 0.8070 0.8618 -0.087 0.116 0.026
H -2.2519 0.1271 -0.4304 -0.132 -0.133 -0.024
H -0.8565 1.0834 -0.8665 -0.100 0.117 -0.049
```
Forces are in eV/Å.

- orbital gap (Ha) = 0.307
- LUMO (Eh) = 0.016

=====

7.
One molecule with the formula C3H4O2, computed with the ωB97M-V functional and the def2-TZVPD basis.

```
9
Properties=species:S:1:pos:R:3:forces:R:3
O 2.0459 0.3360 -0.4096 0.084 -0.146 0.296
C 1.3511 -0.1846 0.4345 -0.063 0.278 -0.394
C -0.0458 0.2584 0.6634 0.011 0.545 -1.579
C -1.0956 -0.0237 -0.5099 -0.292 -0.962 -0.431
O -1.0621 -0.7170 0.6834 -0.390 -0.004 0.298
H 1.7617 -0.9589 1.1277 -0.329 0.193 -0.272
H -0.3629 1.2149 0.1491 0.469 0.813 2.201
H -2.0001 0.5973 -0.5913 0.588 0.012 -0.142
H -0.6379 -0.3565 -1.4283 -0.078 -0.729 0.024
```
Forces are in eV/Å.

- orbital gap (Ha) = 0.364
- LUMO (Eh) = 0.022
- SMILES = O=C[C@H]1CO1

=====

8.
One molecule with the formula C3H4O2, computed with the ωB97M-V functional and the def2-TZVPD basis.

```
9
Properties=species:S:1:pos:R:3:forces:R:3
C 0.9011 -0.4149 0.8720 -0.027 -0.307 0.679
C 0.4174 0.3721 -0.4975 -1.517 -2.820 0.331
C -0.9361 0.4266 -0.1608 3.113 0.183 -0.212
O 0.9345 -0.9307 -0.4678 -0.299 -0.287 -0.139
O -1.6775 -0.5349 0.1892 -0.606 -3.093 -0.386
H 1.8413 0.1277 0.9973 0.398 0.302 0.105
H 1.0830 1.0258 -0.9199 0.714 2.167 -0.883
H -1.3897 1.3419 -0.1051 -1.272 2.334 0.137
H -1.1741 -1.4137 0.0926 -0.504 1.522 0.368
```
Forces are in eV/Å.

- orbital gap (Ha) = 0.305
- LUMO (Eh) = 0.015

=====

9.
One molecule with the formula C3H4O2, computed with the ωB97M-V functional and the def2-TZVPD basis.

```
9
Properties=species:S:1:pos:R:3:forces:R:3
C 1.4506 0.3097 -0.0133 0.409 -0.740 -0.002
C 0.2960 -0.3558 0.1592 2.787 1.930 -0.806
C -0.9554 0.3825 0.0904 -1.887 3.115 -0.504
O -1.1947 1.6120 0.0350 1.603 -3.693 0.449
O -2.0058 -0.4284 -0.0451 -1.405 -0.896 0.041
H 2.4777 -0.0993 -0.1517 -1.187 -0.249 0.242
H 1.4409 1.3639 -0.1001 -0.245 1.065 0.183
H 0.3535 -1.3910 -0.0040 -0.501 -1.421 0.388
H -1.8629 -1.3936 0.0296 0.424 0.890 0.009
```
Forces are in eV/Å.

- orbital gap (Ha) = 0.394
- LUMO (Eh) = 0.006
- SMILES = C=CC(=O)O

=====

10.
One molecule with the formula C3H4O2, computed with the ωB97M-V functional and the def2-TZVPD basis.

```
9
Properties=species:S:1:pos:R:3:forces:R:3
C -1.3592 0.2372 1.2133 1.976 -2.749 -0.822
C -0.1700 -0.1604 0.4074 -0.824 -0.367 0.944
C 0.7127 -0.6072 -0.2645 3.456 0.183 -2.795
O 1.8485 -0.7976 -1.1504 -2.925 -0.397 3.218
O 1.6001 -0.0743 -2.3333 -1.186 -0.666 -0.791
H -1.5360 -0.3659 2.0746 0.292 -1.356 0.490
H -1.1476 1.1013 1.7052 -0.161 3.314 0.460
H -2.1906 0.0585 0.6065 -1.595 0.866 -0.827
H 2.2421 0.6085 -2.2587 0.968 1.170 0.125
```
Forces are in eV/Å.

- orbital gap (Ha) = 0.386
- LUMO (Eh) = 0.030
- SMILES = CC#COO

=====

11.
C3H4O2S as an isolated structure, computed with the ωB97M-V functional and the def2-TZVPD basis.

```
10
Properties=species:S:1:pos:R:3:forces:R:3
C 1.0544 0.4847 1.0848 -3.179 2.109 -3.013
C -0.2639 0.2387 0.1808 -2.145 -3.402 1.750
C -0.0550 -0.4221 -1.2160 2.107 0.325 -0.982
H 2.0471 0.0769 -0.4215 -0.502 4.759 0.492
H 1.3400 -0.4318 1.5599 0.871 -0.805 -0.446
H 0.8697 1.1581 1.9073 -0.246 0.563 -0.054
H -1.1635 0.0237 -1.9638 3.624 -2.155 1.682
O 1.7926 1.1365 -0.0133 1.982 -5.984 0.659
O 1.0214 -1.1183 -1.4346 -5.697 3.137 0.550
S -1.8762 -0.1738 0.6377 3.185 1.453 -0.639
```
Forces are in eV/Å.

- orbital gap (Ha) = 0.287
- LUMO (Eh) = -0.067

=====

12.
One molecule with the formula C3H4O2S2, computed with the ωB97M-V functional and the def2-TZVPD basis.

```
11
Properties=species:S:1:pos:R:3:forces:R:3
C 1.6068 -1.0042 0.7335 0.458 -0.562 -0.065
O 0.7621 0.0375 0.3109 1.016 1.562 -0.276
C -0.3998 -0.1668 -0.2162 -0.882 -0.529 0.675
S -1.1309 -1.5998 -0.2115 -0.542 -0.655 -0.476
C -1.0538 1.1085 -0.6731 0.220 -0.040 -0.649
O -2.3517 1.1143 -0.3710 0.025 1.452 -0.002
S -0.2394 2.2180 -1.5473 -0.431 -0.172 0.449
H 2.5006 -0.4763 1.0514 0.134 -0.210 -0.008
H 1.8270 -1.7201 -0.0797 -0.192 0.405 0.302
H 1.1707 -1.5408 1.5698 -0.136 -0.114 0.076
H -2.6917 2.0298 -0.5667 0.331 -1.138 -0.025
```
Forces are in eV/Å.

- orbital gap (Ha) = 0.297
- LUMO (Eh) = -0.030
- SMILES = COC(=S)C(O)=S

=====

13.
C3H4O2Yb as an isolated structure, computed with the ωB97M-V functional and the def2-TZVPD basis.

```
10
Properties=species:S:1:pos:R:3:forces:R:3
O 1.2351 -1.2644 -0.3610 1.575 0.851 -0.937
Yb 3.1946 -0.0309 1.6300 -0.451 -0.061 -0.888
C -0.0424 -1.1936 -0.3299 -0.449 1.060 0.802
O -0.3801 0.0601 0.0891 0.301 -0.214 -0.431
C -1.7672 0.3480 0.1746 -0.393 -0.139 -0.128
H -2.2149 -0.2200 1.0000 -0.004 0.179 -0.214
H -1.8669 1.4246 0.3523 0.091 -0.279 0.045
H -2.2733 0.1005 -0.7676 0.102 -0.013 0.283
C 2.3396 -0.0437 -0.6996 -0.306 -1.105 1.346
H 1.7755 0.8195 -1.0879 -0.466 -0.277 0.121
```
Forces are in eV/Å.

- orbital gap (spin up / spin down) (Ha) = 0.174 / 0.174
- LUMO (spin up / spin down) (Eh) = -0.046 / -0.046

=====

14.
C3H4O2Yb as an isolated structure, computed with the ωB97M-V functional and the def2-TZVPD basis.

```
10
Properties=species:S:1:pos:R:3:forces:R:3
H 1.5804 -0.0318 -0.6572 1.007 -0.831 0.220
O -0.2483 0.7285 0.9555 1.622 -0.598 0.064
O -1.0705 -1.1963 0.6226 -0.435 -0.891 -1.465
C -0.9760 0.9450 -0.3644 -0.289 0.611 0.773
C -1.8082 -0.3025 -0.3375 -0.323 -0.788 -0.244
C -0.0889 -0.5372 1.1624 -0.005 1.183 1.299
H -1.6320 1.7789 -0.0600 0.172 0.025 -0.501
H -2.8423 -0.1786 0.0026 -0.018 -0.252 0.430
H -1.8581 -0.8702 -1.2772 0.151 0.161 0.146
Yb 2.5053 -1.4219 0.8710 -1.881 1.381 -0.723
```
Forces are in eV/Å.

- orbital gap (spin up / spin down) (Ha) = 0.133 / 0.133
- LUMO (spin up / spin down) (Eh) = -0.064 / -0.064

=====

15.
A 2-piece molecular cluster, C3H4O3 overall, computed with the ωB97M-V functional and the def2-TZVPD basis.

```
10
Properties=species:S:1:pos:R:3:forces:R:3
O 1.0791 1.0363 0.6743 -0.030 -0.113 0.161
C 1.0746 -0.0186 -0.1844 0.022 -0.211 -0.151
C -1.5864 0.9964 -0.6456 -0.272 0.934 -1.308
O -1.6139 1.6145 -1.5960 0.031 -0.684 1.110
C 0.2774 -1.0705 0.0065 0.211 0.094 -0.170
O -0.5897 -1.0511 1.0857 -0.036 -0.034 -0.022
H 0.6188 0.7195 1.4707 0.063 0.211 -0.088
H 1.7362 0.1076 -1.0334 -0.028 -0.146 0.143
H -1.2599 -0.3830 0.8503 0.001 -0.228 0.247
H 0.2637 -1.9512 -0.6281 0.037 0.178 0.076
```
Forces are in eV/Å.

- orbital gap (Ha) = 0.361
- LUMO (Eh) = 0.032

=====

16.
One molecule with the formula C3H4O3, computed with the ωB97M-V functional and the def2-TZVPD basis.

```
10
Properties=species:S:1:pos:R:3:forces:R:3
O -2.4902 -0.2271 0.6542 -0.585 -0.167 0.553
C -1.4056 -0.0893 0.2185 1.229 -0.118 -1.088
C -0.5846 0.1655 -1.0293 -0.103 0.621 0.252
C 0.0636 0.1063 0.3044 1.780 -3.049 2.353
O 0.9091 -1.3835 0.5606 -2.125 3.518 -0.420
O 0.5763 1.2895 0.8101 0.048 -0.947 -3.778
H -0.3748 -0.6814 -1.7078 -0.191 0.991 0.071
H -0.5727 1.2612 -1.2164 -0.253 -0.893 -1.165
H 1.8317 -1.1486 0.7157 0.012 0.330 -0.105
H 0.6912 1.2226 1.7110 0.188 -0.287 3.327
```
Forces are in eV/Å.

- orbital gap (Ha) = 0.357
- LUMO (Eh) = 0.012
- SMILES = O=C1CC1(O)O

=====

17.
C3H4O3 as an isolated structure, computed with the ωB97M-V functional and the def2-TZVPD basis.

```
10
Properties=species:S:1:pos:R:3:forces:R:3
O -1.2259 -1.2977 0.4060 -0.035 0.766 -0.078
C -0.4136 -0.3270 -0.2221 0.320 -0.115 -0.318
C -0.0769 1.2047 0.1613 -0.047 0.207 0.115
O 1.3252 0.8910 -0.1176 -0.108 0.368 0.380
C 1.0869 -0.4343 0.0465 0.297 -1.085 0.204
O 1.8267 -1.2752 0.4611 -0.437 0.513 -0.650
H -1.3630 -2.0506 -0.2042 0.204 0.800 0.402
H -0.6430 -0.2763 -1.2916 0.328 -0.143 0.033
H -0.1619 1.4862 1.2182 -0.196 -0.362 -0.205
H -0.3574 2.0799 -0.4607 -0.327 -0.950 0.118
```
Forces are in eV/Å.

- orbital gap (Ha) = 0.401
- LUMO (Eh) = 0.018

=====

18.
One molecule with the formula C3H4O3, computed with the ωB97M-V functional and the def2-TZVPD basis.

```
10
Properties=species:S:1:pos:R:3:forces:R:3
C 1.3745 0.2262 0.9035 -0.763 -0.520 0.497
C -1.3167 -0.2474 -0.3821 2.271 1.455 0.440
C 1.0365 0.3521 -0.4928 0.291 0.479 1.794
O 2.4705 0.4658 1.3737 1.395 0.639 -0.294
O -0.1485 0.0840 -0.9332 -1.385 -0.689 -1.252
O 1.8316 0.8233 -1.4685 -0.871 -0.838 -0.037
H 0.6436 -0.1621 1.6742 -0.240 0.179 -1.352
H -1.9235 -0.8113 -0.9260 -2.132 -2.017 -2.946
H -1.6111 -0.1558 0.5940 0.356 0.687 2.575
H 2.4464 1.4241 -1.0802 1.077 0.627 0.574
```
Forces are in eV/Å.

- orbital gap (spin up / spin down) (Ha) = 0.298 / 0.287
- LUMO (spin up / spin down) (Eh) = -0.014 / -0.006

=====

19.
One molecule with the formula C3H4O3, computed with the ωB97M-V functional and the def2-TZVPD basis.

```
10
Properties=species:S:1:pos:R:3:forces:R:3
O 1.8349 -0.4177 1.0455 -0.243 -0.270 -0.059
C 0.7146 -0.5483 0.6379 0.734 -0.210 0.090
C 0.1467 0.1632 -0.5790 -0.102 0.517 0.510
O 0.0399 -0.7783 -1.6271 -0.905 0.203 0.148
C -0.9937 0.9906 0.2498 0.509 -0.276 0.374
O -0.7150 0.9707 1.4301 -0.397 0.208 -0.267
H -0.0201 -1.2825 1.0508 0.401 -0.057 0.014
H 0.8475 0.9183 -0.9540 -0.163 0.065 0.293
H -0.0078 -1.6831 -1.2751 -0.176 0.414 -0.015
H -1.8470 1.6671 0.0211 0.343 -0.593 -1.087
```
Forces are in eV/Å.

- orbital gap (Ha) = 0.365
- LUMO (Eh) = 0.006
- SMILES = O=CC(O)C=O

=====

20.
A 2-piece molecular cluster, C3H4O3 overall, computed with the ωB97M-V functional and the def2-TZVPD basis.

```
10
Properties=species:S:1:pos:R:3:forces:R:3
C 1.8834 0.3793 0.0089 -1.303 0.300 -0.277
C 0.0741 -0.5898 0.2178 -0.448 0.653 1.578
C -1.0118 0.3633 0.3893 -1.940 -0.513 1.054
O 2.4832 0.0885 0.9473 1.931 0.117 0.688
O 1.4188 0.8978 -0.9532 0.879 -0.069 -0.121
O -0.1756 -1.5067 -0.5958 2.800 -2.945 -0.486
H -1.3666 0.3186 1.4996 0.777 0.680 -2.027
H -1.8705 0.1851 -0.2950 0.021 -0.277 0.412
H -0.5806 1.2454 -0.0108 0.114 1.580 0.682
H -0.8544 -1.3816 -1.2082 -2.830 0.473 -1.503
```
Forces are in eV/Å.

- orbital gap (Ha) = 0.346
- LUMO (Eh) = 0.021

=====

It is found that the energy above the lowest of the compared OMol25 structures with the same formula, charge and spin values, taken in the order of the records, are 92.10, 191.40, 338.67, 195.96, 213.85, 349.23, 404.16, 513.20, 83.15, 578.95, 476.30, 88.56, 581.89, 568.03, 179.00, 404.04, 179.05, 447.02, 267.03, 318.67 kJ/mol.
It is found that the total energy values, taken in the order of the records, are -25739.0123, -17547.5457, -15489.2253, -5220.1057, -5219.9203, -7267.0664, -7266.4971, -7265.3670, -7269.8242, -7264.6856, -18101.1288, -28940.1354, -38791.7108, -38791.8544, -9316.8454, -9314.5131, -9316.8450, -9314.0676, -9315.9331, -9315.3979 eV.